One molecule with the formula C4H10N2O in a non-equilibrium geometry. Source: the Open Molecules 2025 dataset; level of theory: ωB97M-V with the def2-TZVPD basis set.

Properties
energy above the lowest of the compared OMol25 structures with the same formula, charge and spin = 308.71 kJ/mol
SMILES = NC[C@H](N)CC=O
E_LUMO = 0.74 eV
HOMO energy = -9.65 eV
orbital gap = 0.3818 hartree

The geometry in XYZ format:
```
17
Properties=species:S:1:pos:R:3:forces:R:3
N -0.884203 0.410317 1.491484 2.34 -0.38 -1.92
C 0.172935 0.309742 0.327759 -0.44 -1.30 0.60
C -0.514181 0.662883 -1.089235 0.13 -1.85 1.26
C -1.178107 2.011834 -1.413130 2.21 -0.34 -0.56
O -0.823217 2.690207 -2.370232 -1.07 -0.98 1.58
C 0.632874 -1.275149 0.091865 -0.55 3.47 -1.81
N 1.614491 -1.860918 1.007470 -0.10 0.75 -2.29
H -0.791201 1.414806 1.584330 -0.58 0.15 1.06
H -0.395470 -0.035311 2.289194 -0.48 0.68 -0.36
H 1.088366 0.940149 0.632837 -1.24 -0.91 -0.91
H 0.284666 0.377384 -1.766661 -0.09 0.81 -0.68
H -1.221322 -0.233784 -1.168442 0.24 1.52 -0.04
H -1.877317 2.333429 -0.631308 -0.46 0.39 -0.28
H 0.926327 -1.184366 -1.036917 0.41 -0.78 2.21
H -0.303013 -1.806597 0.020565 -0.50 -0.38 0.34
H 1.072819 -2.352570 1.706765 0.73 -0.74 -0.21
H 2.195555 -2.402055 0.323658 -0.57 -0.12 2.00
```
Forces are in eV/Å.

List of Mulliken charges in e, atom by atom:
1 N -0.715
2 C 0.143
3 C -0.511
4 C -0.091
5 O -0.488
6 C -0.796
7 N -0.561
8 H 0.279
9 H 0.266
10 H 0.268
11 H 0.334
12 H 0.262
13 H 0.359
14 H 0.323
15 H 0.387
16 H 0.272
17 H 0.268



C3H5Br2N2O2 as an isolated structure in a non-equilibrium geometry. Source: the Open Molecules 2025 dataset; level of theory: ωB97M-V with the def2-TZVPD basis set.

Properties
charge = +1
E_LUMO (alpha / beta) = -3.09 / -8.46 eV
HOMO energy (alpha / beta) = -11.89 / -14.85 eV
orbital gap (alpha / beta) = 0.3234 / 0.2348 hartree
multiplicity = 3

The geometry in XYZ format:
```
14
Properties=species:S:1:pos:R:3:forces:R:3
C 0.692648 -1.444703 -0.149655 -0.12 -0.45 0.92
C -2.385808 -0.967297 0.269654 -1.46 -1.46 0.01
C -1.088042 1.170187 0.632782 0.21 0.64 -0.51
N 1.617997 -1.707254 -1.047491 0.21 0.04 -0.45
N -1.260327 -0.110525 0.022805 1.53 0.50 -0.73
O 0.519827 -1.760639 0.978222 0.24 0.07 -0.10
O -0.305742 -0.568824 -0.793384 -0.92 1.00 0.48
Br -2.448440 -2.573271 -0.603388 0.02 0.16 0.04
Br -3.684123 -0.461718 1.450837 0.22 0.07 0.04
H -0.585163 1.074134 1.600204 0.04 -0.22 0.13
H -2.048038 1.665675 0.775005 0.02 -0.23 0.02
H -0.465912 1.773261 -0.031070 0.05 -0.11 0.08
H 2.407977 -2.281344 -0.793669 -0.12 0.02 0.04
H 1.560073 -1.318105 -1.974557 0.07 -0.04 0.01
```
Forces are in eV/Å.

List of Mulliken charges in e, atom by atom:
1 C 0.624
2 C 0.254
3 C -0.893
4 N -0.308
5 N 0.395
6 O -0.443
7 O -0.310
8 Br 0.076
9 Br 0.017
10 H 0.367
11 H 0.380
12 H 0.326
13 H 0.280
14 H 0.235



C41H37BrCl5F9IN7O9STi as an isolated structure. Source: the Open Molecules 2025 dataset; level of theory: ωB97M-V with the def2-TZVPD basis set.

Properties
charge = +2
energy above the lowest of the compared OMol25 structures with the same formula, charge and spin = 0.00 kJ/mol
E_LUMO = -6.89 eV
HOMO energy = -12.67 eV
orbital gap = 0.2123 hartree

The geometry in XYZ format:
```
112
Properties=species:S:1:pos:R:3:forces:R:3
Ti -0.027863 -0.099423 -1.176546 -0.39 0.21 -0.02
Cl -2.375525 0.759042 -4.572731 -0.06 0.05 0.04
C -0.736960 0.852866 -5.155528 0.15 -0.06 0.01
Cl 0.506297 0.662647 -3.852022 0.00 0.05 0.08
H -0.548591 1.835867 -5.568290 -0.02 0.00 -0.05
H -0.542320 0.057886 -5.864279 -0.04 -0.01 -0.02
O -0.855003 -2.412679 -3.488742 0.02 -0.11 -0.05
C -1.730417 -1.887711 -2.848919 -0.19 0.32 0.34
O -1.474371 -0.918730 -1.937703 0.41 0.02 -0.10
C -3.173467 -2.212545 -2.950262 0.09 -0.10 -0.09
C -3.537828 -3.399529 -3.574603 -0.05 0.04 0.01
C -4.877920 -3.721026 -3.635503 -0.05 -0.10 0.01
C -5.871743 -2.909774 -3.122558 0.11 0.03 0.02
C -5.461886 -1.734273 -2.522542 -0.14 0.10 -0.12
C -4.138924 -1.365173 -2.422148 0.04 -0.13 0.07
N -6.482768 -0.848105 -1.917968 0.09 -0.15 0.44
O -6.088415 0.191402 -1.429904 -0.08 0.00 -0.23
O -7.619833 -1.261129 -1.887210 0.03 0.09 -0.12
N -5.266821 -5.012721 -4.247415 -0.01 -0.04 -0.12
O -4.366161 -5.747317 -4.596930 -0.06 0.05 0.08
O -6.450245 -5.241056 -4.351514 0.08 0.02 0.07
H -2.801986 -4.069434 -3.994384 0.02 0.00 0.01
H -6.913374 -3.186310 -3.180996 -0.02 0.00 0.00
H -3.878199 -0.447557 -1.925250 0.02 0.08 0.02
F -3.076072 2.884344 -2.017413 0.00 -0.03 -0.03
C -2.054825 3.440762 -1.375141 0.06 -0.02 -0.10
F -1.065519 3.638462 -2.256806 -0.06 -0.06 0.09
F -2.432722 4.613481 -0.889530 -0.01 -0.01 0.04
C -1.554204 2.488350 -0.239518 -0.09 -0.08 -0.19
O -0.834783 1.467309 -0.835197 0.16 0.13 0.23
C -2.774322 1.883443 0.523375 -0.08 0.00 0.00
F -3.697343 2.798233 0.768460 0.06 -0.06 -0.01
F -2.364900 1.362050 1.696639 -0.05 0.07 -0.03
F -3.312687 0.894174 -0.180545 0.05 0.01 0.01
C -0.669108 3.285561 0.763733 0.06 0.06 0.07
F 0.146361 2.444274 1.421372 -0.01 -0.01 -0.02
F 0.100409 4.169759 0.124168 -0.02 -0.03 0.01
F -1.406202 3.938424 1.648859 0.03 -0.03 -0.01
Br -4.840899 -1.919703 1.152642 -0.01 0.00 -0.02
C -5.125026 -3.594465 0.324115 -0.04 -0.04 -0.03
C -6.440563 -3.993265 0.114928 0.03 0.03 0.01
C -6.705722 -5.204274 -0.502667 -0.03 0.00 -0.02
C -5.663350 -6.021742 -0.916068 0.00 0.03 -0.05
C -4.351100 -5.626279 -0.711967 0.02 0.02 0.02
C -4.080288 -4.412235 -0.088792 -0.13 -0.01 0.00
I -2.083485 -3.902143 0.224666 0.15 -0.03 0.00
H -7.249741 -3.350936 0.437077 0.02 -0.01 -0.01
H -7.732510 -5.506013 -0.660602 0.01 -0.01 0.00
H -5.867931 -6.966826 -1.401070 0.00 0.00 0.01
H -3.537507 -6.264810 -1.028017 0.01 0.00 0.00
Cl 6.583790 -0.755620 3.121879 0.00 -0.02 0.01
C 5.933247 0.619226 2.298064 0.02 -0.01 0.00
C 4.561323 0.824526 2.294109 0.02 0.00 -0.03
C 4.047680 1.920262 1.624266 -0.01 0.02 -0.02
C 4.874656 2.819240 0.957961 0.01 -0.11 0.00
C 4.268068 3.986016 0.211122 0.02 0.11 -0.14
C 4.098034 3.675390 -1.275616 0.01 -0.11 -0.03
N 3.405482 2.397401 -1.466618 -0.02 0.01 -0.04
C 4.027507 1.205032 -1.759398 0.02 0.00 0.02
C 3.081853 0.244082 -1.667879 0.02 -0.03 0.01
N 1.879597 0.833321 -1.302456 -0.15 -0.06 -0.11
C 2.126985 2.142716 -1.205212 0.05 -0.05 0.06
O 2.982271 4.294934 0.688192 -0.06 -0.06 -0.06
C 2.896938 5.044118 1.926552 -0.04 0.03 0.01
C 4.183938 5.209814 2.664681 0.04 0.09 0.07
C 5.108706 6.176697 2.382915 -0.08 -0.01 -0.03
Cl 4.981929 7.352889 1.139734 0.02 0.02 0.03
S 6.482554 6.110007 3.393039 0.04 0.01 0.04
C 5.832924 4.773217 4.242475 -0.01 -0.04 0.00
C 4.620627 4.401188 3.755577 0.01 0.03 0.05
C 6.243655 2.585222 0.988877 0.05 0.02 -0.06
Cl 7.324456 3.669793 0.169507 -0.02 -0.02 0.01
C 6.788675 1.496638 1.653737 -0.06 -0.01 0.02
H 3.918370 0.139369 2.831111 -0.01 0.01 0.00
H 2.980722 2.113196 1.633569 0.00 -0.01 0.00
H 4.931832 4.851503 0.259593 0.01 -0.06 0.01
H 5.065311 3.582481 -1.765518 0.02 0.04 0.05
H 3.533276 4.470202 -1.758873 -0.04 -0.01 0.04
H 5.075757 1.156663 -1.999533 -0.01 -0.01 0.00
H 3.176506 -0.809381 -1.851340 0.00 0.02 -0.01
H 1.418966 2.906171 -0.946585 0.00 0.03 -0.02
H 2.179561 4.514132 2.555103 0.00 0.01 0.00
H 2.478157 6.017263 1.668563 0.01 0.02 0.03
H 6.379206 4.341540 5.065648 0.00 0.01 -0.01
H 4.042373 3.581079 4.158511 0.00 0.02 0.01
H 7.857881 1.340470 1.668147 0.00 0.00 0.00
C -0.061307 0.038709 4.187834 -0.01 0.01 0.04
C -0.611095 -1.151522 3.385646 -0.06 0.07 -0.15
C 0.187709 -2.431081 3.671997 0.01 0.00 0.05
C -2.107981 -1.366143 3.659355 0.03 -0.04 0.07
C -0.450072 -0.824525 1.960264 0.02 -0.03 0.12
N -0.290844 -0.552182 0.858168 0.10 -0.10 -0.19
H -0.128152 -0.208938 5.247060 -0.01 0.00 0.00
H -0.642843 0.942564 4.008679 0.01 -0.01 -0.02
H 0.985047 0.233772 3.949227 0.00 0.00 -0.01
H 0.018663 -2.706408 4.712856 0.01 0.00 -0.01
H 1.257919 -2.271389 3.536251 -0.01 0.00 -0.01
H -0.142304 -3.259617 3.045640 -0.02 -0.01 -0.02
H -2.220922 -1.585481 4.721312 -0.01 -0.01 -0.01
H -2.498397 -2.205366 3.085339 0.00 0.02 0.00
H -2.689371 -0.474990 3.429554 0.00 0.00 -0.01
C 2.964322 -2.203591 0.788301 -0.01 0.00 -0.01
N 2.448567 -3.148357 -0.196815 -0.01 -0.02 -0.01
C 1.552367 -2.868376 -1.137760 -0.15 0.07 -0.14
N 1.184039 -3.775330 -2.030281 0.10 0.00 0.00
O 1.030694 -1.698811 -1.212558 0.08 -0.05 0.09
H 4.015277 -1.989468 0.598656 0.01 0.00 0.03
H 2.855909 -2.624907 1.785919 0.03 0.00 0.00
H 2.401929 -1.277283 0.725569 0.01 0.00 0.01
H 2.842611 -4.076375 -0.201339 0.02 -0.01 0.03
H 1.598161 -4.691361 -2.067185 -0.03 -0.02 0.00
H 0.515599 -3.485504 -2.738320 -0.03 -0.01 0.00
```
Forces are in eV/Å.

Mulliken population analysis, charges in e, atoms 1 to 99:
1 Ti -0.276
2 Cl -0.005
3 C -0.619
4 Cl 0.027
5 H 0.461
6 H 0.406
7 O -0.889
8 C -0.523
9 O 0.773
10 C 0.487
11 C -0.405
12 C -0.683
13 C -0.380
14 C -0.752
15 C 0.067
16 N 1.244
17 O -0.599
18 O -0.630
19 N 1.166
20 O -0.625
21 O -0.602
22 H 0.690
23 H 0.648
24 H 0.688
25 F -0.147
26 C 0.355
27 F -0.193
28 F -0.245
29 C 0.928
30 O 1.558
31 C -0.165
32 F -0.259
33 F -0.171
34 F 0.027
35 C 0.169
36 F -0.012
37 F -0.276
38 F -0.273
39 Br 0.008
40 C 0.579
41 C -0.663
42 C -0.666
43 C -0.754
44 C -0.571
45 C 0.061
46 I 0.195
47 H 0.465
48 H 0.445
49 H 0.440
50 H 0.461
51 Cl -0.207
52 C -0.140
53 C -1.186
54 C 0.674
55 C 0.599
56 C -0.585
57 C -1.686
58 N 0.403
59 C -1.143
60 C -0.999
61 N 1.441
62 C -1.092
63 O -0.133
64 C -1.043
65 C 0.210
66 C 0.545
67 Cl -0.166
68 S -0.146
69 C -0.456
70 C -0.717
71 C 0.412
72 Cl -0.176
73 C -0.734
74 H 0.663
75 H 0.356
76 H 0.486
77 H 0.482
78 H 0.378
79 H 0.547
80 H 0.783
81 H 0.554
82 H 0.390
83 H 0.528
84 H 0.467
85 H 0.447
86 H 0.538
87 C -1.556
88 C 1.933
89 C -1.459
90 C -1.348
91 C -0.004
92 N -0.013
93 H 0.487
94 H 0.356
95 H 0.237
96 H 0.476
97 H 0.224
98 H 0.289
99 H 0.450



A 2-piece molecular cluster, C2H2OS overall in a non-equilibrium geometry. Source: the Open Molecules 2025 dataset; level of theory: ωB97M-V with the def2-TZVPD basis set.

Properties
energy above the lowest of the compared OMol25 structures with the same formula, charge and spin = 598.77 kJ/mol
E_LUMO (alpha / beta) = -1.36 / -2.92 eV
HOMO energy (alpha / beta) = -8.94 / -9.31 eV
orbital gap (alpha / beta) = 0.2787 / 0.2346 hartree

The geometry in XYZ format:
```
6
Properties=species:S:1:pos:R:3:forces:R:3
C 1.375300 0.490520 0.195812 2.03 -2.29 2.84
C 1.077386 0.984777 -0.839612 -0.76 1.33 -2.10
O -1.547411 0.042458 -0.236996 -0.45 0.74 -1.17
S -1.207291 -1.446254 -0.712529 0.13 -0.82 -0.18
H 1.934381 -0.168050 0.893532 -0.91 1.05 -0.69
H -1.632363 0.096547 0.699791 -0.04 -0.01 1.30
```
Forces are in eV/Å.

List of Mulliken charges in e, atom by atom:
1 C -0.438
2 C 0.156
3 O -0.375
4 S 0.016
5 H 0.290
6 H 0.352



A 2-piece molecular cluster, C17H19NO overall in a non-equilibrium geometry. Source: the Open Molecules 2025 dataset; level of theory: ωB97M-V with the def2-TZVPD basis set.

Properties
energy above the lowest of the compared OMol25 structures with the same formula, charge and spin = 177.52 kJ/mol
SMILES = Cc1c[nH]c2ccccc12.CCc1ccc(O)cc1
E_LUMO = 0.83 eV
HOMO energy = -7.81 eV
orbital gap = 0.3175 hartree

The geometry in XYZ format:
```
38
Properties=species:S:1:pos:R:3:forces:R:3
C 1.815899 -1.956573 -2.157290 0.05 -0.87 -0.33
C 2.369392 -2.231473 -3.559043 0.92 -0.66 0.18
C 0.300874 -1.965348 -2.100480 1.18 0.38 1.22
C -0.367376 -2.854525 -1.265820 -0.52 0.48 -0.19
C -0.378376 -0.929249 -2.711560 -0.91 -0.30 -0.27
C -1.750118 -2.749980 -1.154338 0.79 0.37 -0.68
C -1.771831 -0.817860 -2.611148 1.08 0.18 -0.33
C -2.415381 -1.695314 -1.772864 -1.06 -1.24 -0.19
O -3.797876 -1.694535 -1.695278 0.27 0.70 -0.49
H 2.255220 -2.751796 -1.551073 -0.40 -0.03 0.31
H 2.177688 -1.057315 -1.685608 0.19 0.63 -0.23
H 3.356645 -1.822837 -3.749182 0.23 0.26 0.29
H 0.190862 -3.561375 -0.666693 -0.04 -0.32 -0.29
H 0.175591 -0.212138 -3.299182 0.01 0.03 -0.20
H -2.335984 -3.580958 -0.832592 -0.34 -0.25 0.90
H -2.280620 -0.133738 -3.276325 -0.30 0.21 0.46
H -4.054571 -2.015581 -0.833788 -0.10 -0.21 0.29
H 1.779426 -1.930038 -4.387404 -0.93 0.60 -0.54
H 2.501189 -3.310612 -3.693592 -0.16 0.04 0.08
C 2.495506 3.029176 1.387948 0.05 -1.76 1.18
C 0.166151 1.989981 2.004147 -0.16 0.08 1.08
C 1.417807 2.619307 2.360380 -0.09 0.80 -0.85
C -0.582307 1.923790 3.190410 -0.53 -0.13 0.14
C 1.340238 2.925139 3.677863 0.28 -0.75 0.64
C -1.560856 0.734947 0.831890 0.60 1.14 0.85
C -2.269151 0.738230 2.047607 -0.85 -1.41 -0.07
C -0.368085 1.411801 0.857191 1.14 0.75 -1.22
C -1.844567 1.330364 3.212662 0.89 -0.40 0.02
N 0.143299 2.477889 4.209549 0.20 0.27 -0.31
H -1.865851 0.319738 -0.113428 -0.46 -0.28 0.19
H -3.113664 0.067764 2.146789 -0.41 0.27 -0.20
H 0.212224 1.597018 -0.048086 -0.18 -0.48 -0.09
H -2.323197 1.139652 4.162348 -0.38 0.16 -0.06
H 2.307599 3.976996 0.960257 -0.28 0.90 -0.74
H 2.581057 2.227331 0.652103 0.08 0.35 -0.32
H 2.109183 3.243859 4.363341 0.05 0.36 -0.17
H -0.062856 2.444800 5.190912 -0.14 0.01 -0.09
H 3.446801 3.073450 1.909369 0.22 0.10 0.03
```
Forces are in eV/Å.

List of Mulliken charges in e, atom by atom:
1 C -0.838
2 C -1.213
3 C 0.600
4 C -0.668
5 C -0.294
6 C -0.559
7 C -0.628
8 C 0.560
9 O -0.574
10 H 0.338
11 H 0.327
12 H 0.350
13 H 0.329
14 H 0.435
15 H 0.435
16 H 0.380
17 H 0.322
18 H 0.368
19 H 0.325
20 C -1.275
21 C 1.100
22 C 0.305
23 C -0.268
24 C -0.619
25 C -0.412
26 C -0.355
27 C -0.414
28 C -0.893
29 N -0.021
30 H 0.399
31 H 0.290
32 H 0.345
33 H 0.322
34 H 0.277
35 H 0.280
36 H 0.371
37 H 0.192
38 H 0.381



A 2-piece molecular cluster, C4H10N2 overall in a non-equilibrium geometry. Source: the Open Molecules 2025 dataset; level of theory: ωB97M-V with the def2-TZVPD basis set.

Properties
charge = +1
energy above the lowest of the compared OMol25 structures with the same formula, charge and spin = 270.77 kJ/mol
E_LUMO (alpha / beta) = -4.39 / -8.90 eV
HOMO energy (alpha / beta) = -13.41 / -13.24 eV
orbital gap (alpha / beta) = 0.3317 / 0.1596 hartree
multiplicity = 2

The geometry in XYZ format:
```
16
Properties=species:S:1:pos:R:3:forces:R:3
C -1.382855 -0.740212 -0.801607 0.16 -0.02 -0.50
C -1.616496 0.339088 0.198087 0.59 0.22 0.18
C -2.019130 0.203430 1.460396 -0.17 0.03 -0.38
H -1.836538 -0.500040 -1.765432 -0.08 0.21 0.06
H -1.802346 -1.697408 -0.523085 0.10 -0.22 0.33
H -0.313644 -0.853961 -1.038676 -0.14 -0.16 0.13
H -1.367656 1.344384 -0.134925 -0.39 0.14 -0.18
H -2.275530 1.069270 2.050593 0.26 0.09 0.20
H -2.220084 -0.763159 1.887861 -0.16 -0.25 0.07
N 1.609351 1.111687 -0.021562 -0.49 -0.44 0.00
C 2.248749 -0.014310 -0.020016 0.90 -0.57 0.53
N 2.602526 -0.601535 -1.152100 0.29 -0.05 -0.45
H 1.490603 1.581218 -0.914664 -0.43 0.23 0.10
H 1.055651 1.305113 0.811255 0.13 0.79 -0.08
H 2.533043 -0.444087 0.940022 -0.52 -0.09 0.15
H 3.294349 -1.339473 -0.976153 -0.05 0.10 -0.17
```
Forces are in eV/Å.

List of Mulliken charges in e, atom by atom:
1 C -0.794
2 C -0.047
3 C -0.741
4 H 0.296
5 H 0.338
6 H 0.051
7 H 0.407
8 H 0.285
9 H 0.278
10 N -0.157
11 C 0.117
12 N -0.368
13 H 0.320
14 H 0.312
15 H 0.373
16 H 0.329